Formula: C3H5NO
Source: OMol25
Level of theory: the ωB97M-V functional and the def2-TZVPD basis

## Properties
Orbital gap in eV: 9.683
Relative energy (zero: lowest compared OMol25 entry of this formula, charge and spin) in eV: 4.459
LUMO in hartree: -0.01006
M in g/mol: 71.1

Structure (ORCA input):
```
! RIJCOSX wB97M-V def2-TZVPD def2/J DEFGRID3
* xyz 0 1
C -1.167 -0.077 -0.367
C 0.249 0.203 -0.971
C 0.799 0.158 0.602
H 0.552 -0.643 -1.707
H 0.386 1.276 -1.437
H 1.595 1.026 0.988
H 1.299 -0.909 0.789
H -0.847 -0.630 1.969
N -0.782 0.421 0.885
O -2.085 -0.826 -0.750
*
```